ORCA calculation (wB97M-V/def2-TZVPD) on a molecular structure, C35H88CuF6NO37S13 at a distorted geometry.

Element x y z (Å)
H -1.46 4.76 7.70
C 1.89 3.20 4.70
O -5.97 1.17 2.54
N -0.80 0.54 0.50
C -6.90 -4.98 -4.81
O 1.73 -1.86 -6.60
O -4.48 -4.69 -3.61
O -2.31 -1.97 3.24
H 1.99 0.27 -3.72
H -6.56 -3.15 4.63
F 2.70 1.35 0.82
H -0.72 6.30 8.19
H 3.70 -7.37 2.85
O 3.41 -5.34 4.50
C 4.16 -2.72 -2.12
C 2.09 1.21 -4.26
F 3.15 -0.62 0.43
H -4.92 -2.98 -4.65
S -5.15 0.98 1.29
O 1.23 -5.74 3.13
H -0.64 4.51 -4.43
S 2.70 -1.03 5.29
O -2.36 3.56 0.05
C 0.30 5.15 6.65
S 2.27 -6.26 4.38
C -6.09 -2.31 4.12
C -0.44 -1.94 -5.45
H -3.84 -2.54 -2.32
S 0.58 -0.26 1.33
H -4.71 3.28 -1.82
H 1.02 7.49 1.79
H -8.52 1.46 -2.01
C -2.17 5.52 -3.20
H -1.67 6.09 6.67
H -0.78 -1.17 -6.15
H -4.11 -2.64 4.99
H -7.96 1.82 0.52
C -4.62 4.29 -1.42
O 3.43 2.16 -2.53
O 2.12 4.50 1.59
H -7.54 -5.71 -5.32
H 5.37 1.14 -0.56
C 5.34 0.80 2.87
H 1.19 1.82 -4.15
O -0.12 4.72 5.41
C 3.86 -3.02 -8.01
C -4.07 -3.54 -4.26
O -5.99 1.68 0.07
H 5.51 0.05 4.86
H 0.02 5.87 -3.57
C 3.36 1.95 -3.98
H -3.52 -3.77 -5.17
O 6.77 -1.81 -1.27
H 3.34 -8.47 4.23
H 0.61 4.38 7.35
S -2.58 -0.73 3.88
H -1.01 6.13 -4.92
C 1.12 4.27 -1.00
H -6.60 1.40 -2.14
S 6.06 -2.62 -0.24
C 6.78 -4.38 -0.35
H -5.95 -2.50 3.05
S -1.06 -0.36 -0.74
C -7.52 1.74 -1.68
C 5.82 1.80 -1.31
H 7.25 -4.61 -1.30
H 4.45 -1.80 -2.62
H 7.53 -4.42 0.45
H 4.94 -3.08 -7.96
O 5.23 3.98 -2.91
H 1.05 5.94 6.52
H -5.95 -1.37 1.21
O -4.64 -6.19 -5.65
H 2.07 2.30 4.11
H 2.08 -2.30 -1.55
H -2.47 -1.59 6.31
H 6.36 0.45 2.67
H 2.45 -4.07 -2.11
H 5.22 -1.26 3.73
O -3.81 1.54 1.22
C -2.05 -0.81 5.68
C -3.32 -2.69 -3.26
O -0.62 2.85 3.72
O -0.27 2.35 6.13
H 0.21 4.38 -1.59
H 5.22 1.78 3.33
H 1.36 -3.23 -5.13
C -0.94 5.65 7.35
H 2.18 -2.61 -3.10
H -7.38 0.18 -0.05
H 3.63 -2.97 4.29
O -0.06 3.34 1.15
O -2.76 5.99 -0.39
C 0.80 -2.73 -5.92
C 2.17 0.27 0.34
H 4.21 1.39 -4.37
C -4.83 -1.84 4.82
O 1.32 -0.51 5.46
Cu -1.68 2.03 1.70
H 1.15 -6.90 0.89
O -2.04 4.45 -2.29
C 0.01 7.98 -0.04
S 4.63 3.14 -1.89
H -2.44 6.46 -2.73
H 0.06 -5.54 0.73
H 1.54 -4.12 2.00
O 4.47 -2.81 -0.76
H -6.82 -1.51 4.17
C -7.31 1.26 -0.16
C 0.90 7.03 0.81
C 2.92 -7.77 3.51
H 1.81 5.06 -1.30
S -2.88 4.61 -0.82
O -2.33 -1.04 -0.65
S -5.33 -5.82 -4.41
H 6.02 -5.11 -0.06
H -2.41 0.12 6.13
H 0.52 8.90 -0.34
H 2.27 3.26 5.72
H -0.98 8.13 0.38
O 0.69 0.48 2.58
F -1.09 0.55 -3.33
H 6.70 2.33 -0.93
O 3.57 -0.01 4.26
H 3.23 -3.92 -8.01
H 1.56 3.30 -1.18
H -3.19 -1.71 -3.74
O 1.46 -6.75 5.47
C -5.18 -0.78 0.71
H 1.96 0.83 -5.28
H 1.92 -3.22 4.61
O -4.26 -0.69 4.13
F -0.59 2.09 -1.83
O 0.55 -1.72 1.45
C -1.34 1.09 -2.12
C 2.65 -2.51 4.21
S 0.05 3.14 4.98
O 4.23 3.65 -0.60
H -3.07 5.29 -3.77
H -2.35 -3.14 -3.09
H 2.85 -5.39 1.82
H -6.75 -4.10 -5.44
H -1.38 -2.48 -5.39
C 1.11 -5.81 0.85
H 6.06 1.23 -2.20
H -0.08 7.47 -1.00
H 1.89 6.96 0.35
C -0.89 5.50 -4.04
O 3.48 -1.41 6.46
C 1.79 -5.18 1.98
F -2.65 1.36 -1.93
C 2.63 -3.00 -2.19
O -5.66 -6.80 -3.36
H 2.14 4.15 4.22
H -4.21 -1.17 1.02
H -4.95 5.04 -2.15
H 3.56 -2.26 -8.73
H 4.72 -3.44 -2.72
H 1.52 -5.55 -0.13
H 3.32 2.87 -4.56
O 3.70 -2.97 -5.30
S 3.41 -2.14 -6.43
H -7.37 -4.67 -3.88
H 0.57 -3.52 -6.64
O 0.15 5.83 0.91
H -5.30 -0.81 -0.37
O 4.08 -0.86 -6.55
H 2.06 -8.25 3.06
H -0.28 -1.44 -4.49
H -5.31 4.39 -0.58
O -2.18 0.57 3.27
H -5.08 -1.53 5.83
H 4.73 0.75 1.97
F 1.84 0.56 -0.93
C 4.95 -0.24 3.97
O 0.11 -1.08 -1.33
H -0.96 -0.70 5.69
H -7.54 2.83 -1.71
S 0.89 4.37 0.80
H 2.43 -2.15 3.20
O 6.00 -2.22 1.13

Values from the calculation:
spin multiplicity	3
<S²>	2.013
total charge	+2
HOMO energy (spin up / spin down)	-14.12 / -14.12	eV
frontier orbital gap (spin up / spin down)	0.3209 / 0.1079	Ha

=====

ORCA calculation (wB97M-V/def2-TZVPD) on 2 unconnected molecules or ions with the total composition C5H9NO2P at a distorted geometry.

Element x y z (Å)
O -2.83 -0.59 1.47
N -3.08 1.60 -1.41
H 1.76 0.96 -1.12
H 0.11 1.80 -0.71
H 1.53 2.09 0.37
C 1.13 1.39 -0.37
C 0.80 0.06 0.36
C 1.89 -0.36 1.25
H -1.43 -2.85 -1.08
C -2.33 1.15 -0.65
O -0.40 0.17 1.13
H 0.55 -0.75 -0.33
C -0.77 -1.96 -1.46
H -1.32 -1.17 -2.05
H 2.73 -0.29 0.54
H 1.82 0.38 2.07
P -1.84 -0.34 0.39
H 1.68 -1.29 1.61

Values from the calculation:
total charge	-1
HOMO energy (spin up / spin down)	-4.27 / -4.27	eV
relative energy (zero: lowest compared OMol25 entry of this formula, charge and spin)	116.3	kcal per mole
frontier orbital gap (spin up / spin down)	0.2934 / 0.2934	Ha

=====

The records above yield total energy values of -316741.685; -20202.523 eV, respectively.